(1)
59
Properties=species:S:1:pos:R:3:forces:R:3:nbo_charge:R:1 method="wB97M-V/def2-TZVPD" total_charge=+1 molar_mass_da=552.9 multiplicity=1 e_above_lowest_kj_mol=92.66 fmax_ev_per_a=3.291 energy_ev=-90957.2888
Ga 1.0922 0.5273 0.6378 -1.517 -0.477 1.034 1.579
C -2.7806 0.2357 -3.0169 -0.672 0.193 -0.585 -0.647
C -1.2707 -0.0010 -2.8611 -0.919 0.373 0.991 0.266
C -0.4864 0.7602 -3.9404 1.045 -0.528 1.882 -0.635
O -0.9123 0.7032 -1.5703 0.603 -0.763 -0.469 -0.771
B 0.0210 -0.1085 -0.9436 -1.663 -0.255 -0.721 0.557
O 0.1417 -1.3202 -1.5297 0.901 -0.887 -0.432 -0.741
C -0.8676 -1.5174 -2.5720 -0.436 1.754 0.492 0.231
C -1.9841 -2.2632 -1.8928 -0.620 -0.668 1.506 -0.641
C -0.3534 -2.2535 -3.7604 0.775 -1.604 -0.215 -0.639
H -2.8994 1.3372 -3.1375 -0.117 -0.738 -0.028 0.225
H -3.4344 -0.0684 -2.1405 1.070 0.153 -1.071 0.232
H -3.1536 -0.2604 -3.9704 0.344 0.563 1.183 0.226
H -0.6153 1.8194 -3.7615 -0.325 0.233 -0.103 0.229
H -0.7677 0.5042 -4.9279 -0.196 -0.328 -1.011 0.228
H 0.5949 0.5811 -3.7558 -0.483 -0.078 -0.441 0.206
H -2.3039 -1.6929 -1.0058 -0.013 0.018 -0.335 0.224
H -1.6607 -3.2371 -1.4256 -0.072 0.794 -0.972 0.234
H -2.8751 -2.4043 -2.5144 0.355 -0.156 -0.036 0.226
H 0.5379 -1.8217 -4.2089 -0.014 0.258 0.002 0.222
H -1.1232 -2.3608 -4.5419 0.179 0.141 0.367 0.233
H -0.0590 -3.2950 -3.4421 -0.370 0.958 -0.322 0.232
N -3.3984 1.0556 0.7347 0.274 1.133 -1.540 -0.811
C -3.0469 -0.0492 1.4253 0.262 -0.486 0.122 0.393
C -3.9794 -0.6806 2.2348 -1.100 -0.162 0.132 -0.307
C -3.6408 -1.8640 2.8568 -0.421 -0.768 0.279 -0.133
C -2.3201 -2.3478 2.7269 0.287 -0.202 0.011 -0.302
C -1.4340 -1.5693 1.9722 -1.505 -0.265 0.071 0.055
N -1.7957 -0.4883 1.2760 0.036 0.287 0.567 -0.532
H -4.4112 1.2029 0.5429 1.637 -0.002 -0.018 0.405
H -2.6409 1.3125 0.0503 -1.696 -0.082 0.647 0.419
H -4.9878 -0.2192 2.2276 0.632 -0.663 0.410 0.220
H -4.4225 -2.4599 3.4072 1.033 0.777 -0.559 0.235
H -2.0151 -3.3317 3.1517 -0.213 1.100 -0.277 0.234
H -0.4135 -1.8108 1.8178 0.913 -0.701 0.133 0.180
C 2.9006 1.1352 4.3661 0.618 0.139 -0.802 -0.602
C 1.9562 0.2707 3.5068 -0.113 -0.961 1.658 -0.213
C 1.2057 -0.7044 4.5029 -0.224 0.153 -0.355 -0.609
C 1.1519 1.0710 2.4781 -0.727 -0.213 0.593 -1.007
H 3.7131 0.5418 4.8479 -0.920 0.256 -0.083 0.220
H 2.3464 1.7299 5.0828 -0.015 0.016 0.321 0.214
H 3.4427 1.8296 3.7145 -0.082 0.124 0.037 0.197
H 2.6181 -0.4222 3.0260 0.500 -0.373 -0.688 0.179
H 0.2601 -0.3656 5.0031 0.840 0.079 -0.699 0.219
H 1.9533 -0.8536 5.2822 -0.263 -0.289 0.197 0.217
H 1.0189 -1.6989 4.0501 -0.078 0.576 0.139 0.204
H 1.4626 2.0948 2.5512 0.389 0.774 -0.286 0.241
H 0.0847 1.1296 2.7021 -0.079 -0.248 0.408 0.255
I 3.4382 5.1712 -2.1085 -0.055 -0.604 0.402 0.241
C 3.4718 3.1460 -1.4882 0.031 0.466 -0.808 -0.161
C 4.4220 2.2998 -2.0844 0.044 0.957 0.042 -0.157
C 4.4001 0.9545 -1.7920 0.161 -1.319 -0.162 -0.218
C 3.4544 0.4466 -0.9123 -1.106 2.542 0.028 0.067
N 2.5191 1.2928 -0.3498 2.639 1.114 -1.621 -0.627
C 2.4971 2.6351 -0.6505 0.580 -0.928 0.665 0.012
H 5.1681 2.7566 -2.7604 -0.517 -0.555 0.398 0.260
H 5.0581 0.2235 -2.2886 -0.145 0.650 0.348 0.256
H 3.3631 -0.5947 -0.6863 -0.019 -0.439 0.129 0.231
H 1.7597 3.2967 -0.1351 0.544 -0.841 -0.556 0.247


(2)
26
Properties=species:S:1:pos:R:3:forces:R:3:nbo_charge:R:1 method="wB97M-V/def2-TZVPD" molar_mass_da=136.2 multiplicity=1 e_above_lowest_kj_mol=178.26 fmax_ev_per_a=3.687 energy_ev=-10627.8960
C 1.5558 -2.1838 0.0998 -0.433 -2.514 2.662 -0.427
C 0.7275 -2.9921 -0.9192 -0.274 1.771 -1.790 -0.609
C 0.5325 -1.2147 0.6466 1.057 0.293 -0.781 0.019
C -0.4574 -1.6278 1.5150 -0.507 2.046 0.912 -0.247
C 0.3946 -0.0068 -0.0521 -1.862 0.072 0.731 -0.243
C -1.6031 -0.7941 1.6451 -1.244 -2.161 0.470 -0.194
C -0.7986 0.7152 0.0117 0.829 0.918 0.339 -0.190
C -1.7886 0.3773 0.9238 0.517 -1.111 -0.993 -0.237
H 1.8808 -2.9505 0.9148 -0.573 1.281 -1.023 0.199
H 2.4990 -1.7607 -0.1874 0.107 0.476 -0.833 0.222
H 0.0843 -2.2608 -1.4760 0.560 -0.341 0.283 0.206
H -0.2728 -2.3645 2.3022 -0.277 -0.431 -0.858 0.222
H 1.1498 0.4299 -0.6478 0.983 -0.435 -0.672 0.206
H -2.4597 -1.3598 2.1393 1.015 1.527 -0.049 0.212
H -0.9217 1.6208 -0.6162 -0.019 -0.858 0.714 0.213
H -2.6832 0.9518 0.8375 -0.715 -0.003 0.598 0.215
H -0.0422 -3.6052 -0.4706 0.389 -0.592 0.341 0.218
H 1.2911 -3.4508 -1.7345 0.120 -0.554 0.489 0.215
C 0.3147 3.9171 -0.8082 0.481 0.927 0.083 -0.632
C 0.5654 2.8520 -1.8946 0.590 0.475 0.071 -0.624
H 1.0411 4.7409 -0.8741 -0.340 -0.065 -0.344 0.209
H -0.6801 4.3285 -0.9264 -0.135 0.324 -0.019 0.204
H 0.3964 3.6742 0.2487 -0.012 -0.890 -0.029 0.214
H -0.3948 2.7029 -2.4129 0.694 0.261 -0.562 0.208
H 0.7274 1.8763 -1.4394 0.683 0.464 -0.456 0.204
H 1.4488 3.1899 -2.5512 -1.634 -0.881 0.715 0.218


(3)
48
Properties=species:S:1:pos:R:3:forces:R:3:nbo_charge:R:1 method="wB97M-V/def2-TZVPD" molar_mass_da=368.4 multiplicity=1 e_above_lowest_kj_mol=402.63 fmax_ev_per_a=4.852 energy_ev=-33851.6086
O -0.3217 0.8632 -5.8258 -0.332 0.654 -4.796 -0.593
F -2.5222 -3.3793 2.5610 -0.500 1.090 0.238 -0.325
N 0.3851 -0.8124 0.2306 -0.870 -1.894 0.153 -0.576
N 0.1581 0.0278 2.3885 -0.159 -2.737 0.056 -0.532
O -0.1075 -2.2281 2.0779 0.699 0.664 0.666 -0.462
C -0.2956 0.6767 -4.6777 0.200 0.168 3.989 0.636
C 0.3375 -0.5170 -4.0705 -0.573 0.530 1.765 -0.321
C 0.4767 -0.5332 -2.7019 0.338 -0.476 1.234 -0.132
C -0.0163 0.5696 -1.8284 0.926 -2.243 -0.065 -0.179
C -0.6253 1.6159 -2.4442 0.281 0.702 0.706 0.084
C 0.1781 -1.0146 1.5419 -0.227 2.283 -0.784 0.731
C 0.1275 0.3915 -0.2656 -0.561 1.023 -3.243 0.297
C 0.0387 1.2140 1.8269 -0.566 0.263 2.788 0.423
C -0.1381 1.4691 0.5311 0.458 1.150 -2.062 -0.381
C -1.6989 -5.2765 -0.3250 -0.063 -0.288 -0.138 -0.195
C -2.4623 -4.7125 0.6935 1.494 0.677 -0.860 -0.308
C -0.3558 -4.9087 -0.4577 0.687 0.163 0.244 -0.230
C -1.8815 -3.6936 1.4268 -0.308 -1.380 1.146 0.431
C -0.5544 -3.2783 1.3156 -0.012 -0.036 -1.331 0.174
C 0.2684 -3.9459 0.4354 -0.095 -1.414 -1.683 0.010
N -0.8209 1.7316 -3.8086 0.398 -0.825 1.428 -0.417
N -0.1204 2.2317 2.7126 -0.800 0.576 0.124 -0.626
C 1.7780 -3.6710 0.3732 -2.618 -0.060 -1.760 -0.635
C -1.1499 3.0649 -4.4180 -0.660 -1.179 -0.220 -0.413
C 2.1415 2.8243 3.0396 -0.717 0.983 2.072 -0.613
C 0.2747 4.4837 3.5046 0.668 1.731 0.826 -0.626
C 0.7948 3.4109 2.6021 0.287 -2.421 0.454 -0.046
H 0.6332 -1.3098 -4.7852 -0.064 0.694 0.737 0.242
H 0.9879 -1.3530 -2.0593 -0.918 1.150 -1.664 0.242
H -0.8804 2.4562 -1.7743 -0.337 -0.234 -0.919 0.203
H -0.3436 2.5316 0.2990 -0.009 -1.122 -0.499 0.228
H -2.2307 -6.0649 -0.9143 1.060 0.793 0.213 0.222
H -3.4484 -5.0702 0.8454 -0.721 0.038 0.517 0.230
H 0.2525 -5.3787 -1.2685 -0.425 0.451 0.947 0.218
H -0.2993 1.7660 3.6189 0.760 1.229 -0.233 0.402
H 2.2646 -4.4346 -0.1935 0.320 -0.417 -0.442 0.217
H 1.8617 -2.7112 -0.0974 0.505 0.510 -0.336 0.240
H 2.1868 -3.6250 1.3141 0.932 0.131 2.314 0.221
H -1.7108 3.7472 -3.7374 0.441 -0.940 -0.135 0.212
H -1.8161 2.8657 -5.3252 1.427 0.501 1.060 0.242
H -0.1587 3.4896 -4.5938 -0.467 0.388 -0.772 0.212
H 2.6510 2.2303 2.3103 -0.252 -0.997 -0.320 0.219
H 1.9275 2.3345 4.0676 0.970 0.542 -1.784 0.210
H 2.7920 3.6657 3.1391 0.827 0.639 0.661 0.202
H 0.5332 4.4353 4.6132 -0.210 -0.462 -1.436 0.217
H 0.7372 5.4112 3.1377 -0.115 0.067 0.387 0.213
H -0.7976 4.6382 3.4142 -0.081 -0.241 -0.065 0.228
H 0.9695 3.7716 1.5516 -1.018 -0.427 0.824 0.206